[1]
DFT (ωB97M-V/def2-TZVPD) results for C6H18InO6 as an isolated structure in a non-equilibrium geometry.

Summary:
HOMO-LUMO gap in eV: 1.7
Charge: +3
2S+1: 1
Lowest unoccupied orbital energy in eV: -16.4

Element x y z (Å)
1 In -1.72 -0.89 -0.09
2 C -1.09 3.16 -3.70
3 C -2.58 3.76 -3.79
4 O -3.51 2.85 -3.29
5 O -0.67 2.87 -2.35
6 H -0.32 3.78 -4.15
7 H -1.06 2.19 -4.20
8 H -2.72 4.00 -4.84
9 H -2.59 4.71 -3.25
10 H -3.77 3.22 -2.44
11 H -0.42 3.67 -1.87
12 C -1.97 -2.26 5.24
13 C -1.07 -3.38 4.73
14 O -0.25 -2.97 3.64
15 O -2.85 -1.80 4.23
16 H -1.39 -1.41 5.59
17 H -2.62 -2.54 6.07
18 H -1.63 -4.29 4.49
19 H -0.30 -3.62 5.46
20 H 0.43 -3.63 3.49
21 H -3.19 -0.93 4.44
22 C 3.74 -1.26 -1.94
23 C 3.90 -0.08 -0.87
24 O 2.96 -0.18 0.24
25 O 2.29 -1.29 -2.30
26 H 4.01 -2.19 -1.45
27 H 4.29 -1.16 -2.87
28 H 3.71 0.86 -1.38
29 H 4.95 -0.05 -0.58
30 H 3.23 0.41 0.95
31 H 2.22 -1.57 -3.21



[2]
DFT (ωB97M-V/def2-TZVPD) results for C24H25N4O2PdSbSe4 as an isolated structure in a non-equilibrium geometry.

Summary:
HOMO-LUMO gap (spin up / spin down) in eV: 4.2 / 4.2
2S+1: 1
Lowest unoccupied orbital energy (spin up / spin down) in eV: -2.7 / -2.6

Element x y z (Å)
1 Pd -0.64 -0.43 -1.34
2 N -4.96 0.89 -4.40
3 C -4.19 0.29 -5.35
4 O -4.61 -0.04 -6.44
5 C -2.75 0.09 -4.97
6 C -1.76 0.14 -5.94
7 C -0.44 -0.08 -5.57
8 C -0.15 -0.31 -4.23
9 N -1.10 -0.33 -3.29
10 C -2.38 -0.18 -3.66
11 H -5.94 0.99 -4.58
12 H -4.61 1.15 -3.50
13 H -2.03 0.33 -6.97
14 H 0.35 -0.10 -6.30
15 H 0.86 -0.48 -3.91
16 H -3.13 -0.31 -2.89
17 Se -2.91 -3.53 -2.86
18 Sb -1.73 -2.73 -0.88
19 Se -1.57 -4.12 1.09
20 Se 0.74 -2.44 -1.74
21 Se -3.06 -0.59 -0.24
22 C -1.08 1.67 -1.17
23 C 0.26 2.03 -0.74
24 C 0.54 2.31 0.61
25 C 1.81 2.69 1.01
26 C 2.83 2.80 0.07
27 C 2.58 2.52 -1.26
28 C 1.31 2.14 -1.67
29 H -1.33 1.99 -2.18
30 H -1.86 1.91 -0.46
31 H -0.26 2.24 1.34
32 H 2.01 2.91 2.05
33 H 3.83 3.10 0.38
34 H 3.37 2.62 -2.00
35 H 1.11 1.97 -2.72
36 C 2.84 -1.64 4.13
37 N 2.39 -1.02 2.90
38 N 1.06 -1.01 2.54
39 C 0.96 -0.70 1.22
40 O -0.19 -0.57 0.70
41 C 2.28 -0.53 0.74
42 C 3.12 -0.76 1.80
43 C 4.61 -0.79 1.85
44 C 0.02 -0.81 3.50
45 C 0.19 0.16 4.49
46 C -0.81 0.37 5.42
47 C -1.99 -0.37 5.34
48 C -2.16 -1.31 4.33
49 C -1.15 -1.55 3.41
50 H 1.99 -1.91 4.74
51 H 3.47 -0.95 4.70
52 H 3.42 -2.54 3.91
53 H 2.56 -0.24 -0.25
54 H 5.01 -0.27 0.98
55 H 4.97 -1.82 1.84
56 H 4.98 -0.31 2.75
57 H 1.11 0.73 4.52
58 H -0.68 1.12 6.19
59 H -2.77 -0.20 6.07
60 H -3.08 -1.87 4.27
61 H -1.28 -2.29 2.63



[3]
DFT (ωB97M-V/def2-TZVPD) results for one molecule with the formula C3H2O2S3 in a non-equilibrium geometry.

Summary:
HOMO-LUMO gap in eV: 8.4
2S+1: 1
Structure (SMILES): O=C1SCOC(=S)S1
Lowest unoccupied orbital energy in eV: -0.7

Element x y z (Å)
1 C -0.04 -0.99 1.41
2 C 0.94 0.88 -0.11
3 C -0.94 -0.25 -1.13
4 H 0.17 1.59 0.27
5 H 1.73 1.46 -0.42
6 O -0.36 -1.88 2.22
7 O 0.34 0.30 -1.25
8 S 1.57 -0.26 1.24
9 S -1.92 -0.08 -2.52
10 S -1.49 -0.75 0.29



[4]
DFT (ωB97M-V/def2-TZVPD) results for one molecule with the formula HN3O3 in a non-equilibrium geometry.

Summary:
HOMO-LUMO gap in eV: 10.5
2S+1: 1
Structure (SMILES): [H]/N=N/O[N+](=O)[O-]
Lowest unoccupied orbital energy in eV: -0.2

Element x y z (Å)
1 N 0.50 -0.04 -0.01
2 N -0.19 0.48 0.85
3 N -0.32 1.69 2.83
4 O -1.50 1.71 2.56
5 O 0.27 2.07 3.77
6 O 0.59 1.06 1.92
7 H 0.06 -0.51 -0.79



[5]
DFT (ωB97M-V/def2-TZVPD) results for a 2-piece molecular cluster, C17H21N3O4 overall in a non-equilibrium geometry.

Summary:
HOMO-LUMO gap in eV: 8.3
2S+1: 1
Structure (SMILES): C[C@H](O)CNCCOc1cccc2c1C(=O)NC2=O.c1cc[nH]c1
Lowest unoccupied orbital energy in eV: -0.1

Element x y z (Å)
1 C 2.04 -0.33 0.36
2 C 0.80 -0.39 1.21
3 O 0.07 -1.58 0.93
4 C -0.09 0.84 1.02
5 N -0.45 1.09 -0.39
6 C 0.25 2.23 -0.97
7 C -0.30 2.50 -2.36
8 O -0.61 1.30 -3.06
9 C 0.41 0.41 -3.18
10 C 1.70 0.74 -3.59
11 C 2.68 -0.25 -3.70
12 C 2.41 -1.58 -3.41
13 C 1.12 -1.89 -3.01
14 C 0.14 -0.93 -2.89
15 C -1.14 -1.60 -2.46
16 O -2.14 -1.10 -2.08
17 N -0.91 -3.02 -2.57
18 C 0.51 -3.22 -2.66
19 O 1.06 -4.24 -2.43
20 H 2.52 0.63 0.53
21 H 2.74 -1.12 0.62
22 H 1.77 -0.36 -0.69
23 H 1.07 -0.39 2.27
24 H -0.87 -1.37 0.95
25 H 0.45 1.69 1.46
26 H -1.01 0.74 1.59
27 H -1.44 1.29 -0.40
28 H 1.30 1.97 -1.05
29 H 0.13 3.15 -0.39
30 H -1.25 3.03 -2.28
31 H 0.36 3.15 -2.93
32 H 1.93 1.76 -3.84
33 H 3.67 0.01 -4.04
34 H 3.15 -2.36 -3.50
35 H -1.38 -3.34 -3.40
36 N -1.38 -0.25 4.27
37 C -1.40 1.09 4.57
38 C -2.36 1.30 5.52
39 C -2.94 0.04 5.82
40 C -2.32 -0.89 5.03
41 H -0.77 -0.69 3.60
42 H -0.72 1.78 4.08
43 H -2.61 2.25 5.96
44 H -3.73 -0.16 6.52
45 H -2.46 -1.96 4.95



[6]
DFT (ωB97M-V/def2-TZVPD) results for a 2-piece molecular cluster, C2H6N3O overall in a non-equilibrium geometry.

Summary:
HOMO-LUMO gap (spin up / spin down) in eV: 9.6 / 8.0
Charge: +1
2S+1: 1
Lowest unoccupied orbital energy (spin up / spin down) in eV: -4.6 / -6.5

Element x y z (Å)
1 C -0.31 -0.24 0.46
2 C -0.49 -0.62 -0.92
3 N 0.69 0.62 0.63
4 N -0.96 -0.64 1.54
5 N 1.18 0.88 -0.56
6 O 0.60 0.09 -1.65
7 H -0.08 -1.69 -1.01
8 H -1.51 -0.51 -1.29
9 H -1.82 -1.30 1.53
10 H -0.60 -0.51 2.43
11 H 1.16 2.88 -0.55
12 H 2.14 1.03 -0.61



[7]
DFT (ωB97M-V/def2-TZVPD) results for C32H36BrO4TeY as an isolated structure in a non-equilibrium geometry.

Summary:
HOMO-LUMO gap in eV: 7.6
Charge: +2
2S+1: 1
Lowest unoccupied orbital energy in eV: -5.7

Element x y z (Å)
1 Y -0.38 0.60 -0.43
2 C 0.59 3.42 1.42
3 C -0.81 3.88 1.05
4 O -1.25 3.11 -0.08
5 C -2.64 3.25 -0.37
6 C -3.51 2.41 0.56
7 O -2.86 1.16 0.75
8 C -3.43 0.36 1.77
9 C -2.37 -0.66 2.20
10 O -1.06 -0.09 2.15
11 C -0.83 0.90 3.15
12 C 0.54 1.49 2.92
13 O 0.68 2.01 1.59
14 H 0.91 3.94 2.32
15 H 1.27 3.67 0.61
16 H -0.76 4.93 0.77
17 H -1.51 3.76 1.88
18 H -2.76 2.91 -1.40
19 H -2.95 4.29 -0.31
20 H -4.49 2.26 0.09
21 H -3.66 2.90 1.52
22 H -4.32 -0.16 1.40
23 H -3.73 0.99 2.61
24 H -2.35 -1.50 1.51
25 H -2.59 -1.02 3.20
26 H -0.87 0.44 4.14
27 H -1.60 1.68 3.10
28 H 1.29 0.71 3.03
29 H 0.75 2.27 3.66
30 C -0.46 2.01 -3.36
31 C 0.81 2.38 -2.92
32 C 1.91 1.61 -3.28
33 C 1.73 0.46 -4.05
34 C 0.46 0.08 -4.45
35 C -0.64 0.86 -4.12
36 H -1.30 2.69 -3.20
37 H 0.96 3.33 -2.41
38 H 2.91 1.93 -3.02
39 H 2.59 -0.11 -4.36
40 H 0.33 -0.81 -5.06
41 H -1.62 0.61 -4.50
42 Br -5.60 -3.26 -3.06
43 C -4.15 -2.23 -2.41
44 C -4.11 -0.86 -2.64
45 C -3.03 -0.12 -2.18
46 C -1.97 -0.70 -1.46
47 C -2.07 -2.08 -1.24
48 C -3.12 -2.84 -1.71
49 H -4.91 -0.38 -3.19
50 H -3.04 0.94 -2.41
51 H -1.29 -2.61 -0.70
52 H -3.15 -3.91 -1.54
53 Te 2.55 -0.56 -0.81
54 C 4.00 -0.55 0.76
55 C 3.66 -0.70 2.10
56 C 4.67 -0.80 3.04
57 C 6.00 -0.75 2.65
58 C 6.33 -0.59 1.31
59 C 5.33 -0.48 0.36
60 C 1.81 -2.47 -0.22
61 C 2.32 -3.62 -0.82
62 C 1.84 -4.86 -0.42
63 C 0.88 -4.95 0.58
64 C 0.40 -3.81 1.19
65 C 0.87 -2.56 0.80
66 H 2.62 -0.79 2.40
67 H 4.42 -0.93 4.09
68 H 6.78 -0.83 3.39
69 H 7.37 -0.55 1.01
70 H 5.57 -0.36 -0.69
71 H 3.07 -3.54 -1.59
72 H 2.23 -5.75 -0.89
73 H 0.50 -5.92 0.87
74 H -0.33 -3.88 1.99
75 H 0.52 -1.67 1.32



[8]
DFT (ωB97M-V/def2-TZVPD) results for a 2-piece molecular cluster, C5H10NO overall in a non-equilibrium geometry.

Summary:
HOMO-LUMO gap (spin up / spin down) in eV: 8.4 / 4.6
Charge: +1
2S+1: 3
Lowest unoccupied orbital energy (spin up / spin down) in eV: -3.8 / -8.2

Element x y z (Å)
1 C -0.38 -0.22 -2.11
2 C 0.88 -0.82 1.70
3 C -0.43 -0.71 1.69
4 C 0.75 0.41 -2.26
5 C -1.18 0.49 2.18
6 N 1.90 0.90 -2.40
7 O -1.41 0.17 -1.38
8 H -0.44 -1.15 -2.69
9 H 1.51 -0.04 2.09
10 H 1.39 -1.71 1.35
11 H -1.05 -1.52 1.32
12 H -1.71 0.97 1.36
13 H -0.50 1.21 2.63
14 H -1.92 0.18 2.92
15 H -2.18 -0.41 -1.48
16 H 2.66 0.68 -1.75
17 H 2.12 1.55 -3.16



[9]
DFT (ωB97M-V/def2-TZVPD) results for a 2-piece molecular cluster, C2H4IN3 overall in a non-equilibrium geometry.

Summary:
HOMO-LUMO gap in eV: 9.2
2S+1: 1
Lowest unoccupied orbital energy in eV: 0.5

Element x y z (Å)
1 C -1.04 -1.54 0.19
2 C 1.20 0.35 0.38
3 N 0.05 -1.82 -0.33
4 N 0.12 2.24 -0.53
5 N 0.81 1.40 -0.01
6 I -2.30 0.17 0.04
7 H -1.46 -2.29 0.93
8 H 1.65 -0.45 0.82
9 H 0.43 -1.20 -1.06
10 H 0.55 3.14 -0.42



[10]
DFT (ωB97M-V/def2-TZVPD) results for a 2-piece molecular cluster, C16H17N overall in a non-equilibrium geometry.

Summary:
HOMO-LUMO gap in eV: 8.7
2S+1: 1
Structure (SMILES): Cc1c[nH]c2ccccc12.Cc1ccccc1
Lowest unoccupied orbital energy in eV: 0.9

Element x y z (Å)
1 C 3.60 3.10 0.03
2 C 2.23 -0.41 0.48
3 C 2.79 -0.74 1.68
4 C 2.53 0.84 -0.06
5 C 3.20 1.82 0.68
6 C 3.48 0.20 2.46
7 C 3.55 1.50 2.00
8 H 1.55 -1.12 0.02
9 H 2.74 -1.72 2.14
10 H 2.27 1.14 -1.07
11 H 3.87 -0.10 3.42
12 H 4.55 3.42 0.47
13 H 2.84 3.88 0.09
14 H 3.91 2.29 2.66
15 H 3.79 2.97 -1.04
16 C -1.65 0.84 -2.66
17 C -2.29 -0.73 -0.71
18 C -2.60 -0.03 -1.91
19 C -3.35 -1.65 -0.46
20 C -3.77 -0.56 -2.38
21 C -1.26 -0.60 0.23
22 C -1.22 -1.47 1.30
23 C -2.32 -2.30 1.61
24 C -3.38 -2.38 0.71
25 N -4.17 -1.58 -1.56
26 H -0.39 0.02 0.06
27 H -0.29 -1.68 1.83
28 H -2.35 -3.06 2.38
29 H -0.69 0.77 -2.15
30 H -1.90 1.91 -2.66
31 H -4.30 -0.31 -3.28
32 H -5.15 -1.85 -1.55
33 H -4.18 -3.08 0.96
34 H -1.64 0.64 -3.73



[11]
DFT (ωB97M-V/def2-TZVPD) results for a 5-piece molecular cluster, C10H15N5 overall in a non-equilibrium geometry.

Summary:
HOMO-LUMO gap (spin up / spin down) in eV: 10.2 / 2.3
Charge: +1
2S+1: 2
Lowest unoccupied orbital energy (spin up / spin down) in eV: -3.6 / -11.5

Element x y z (Å)
1 C 6.15 -1.07 -1.58
2 C 4.72 -0.82 -1.22
3 N 3.60 -0.65 -0.90
4 H 6.15 -1.94 -2.25
5 H 6.82 -1.19 -0.73
6 H 6.42 -0.20 -2.17
7 C -2.06 3.60 -0.86
8 C -1.58 4.12 0.44
9 N -1.18 4.46 1.45
10 H -3.07 4.00 -0.97
11 H -2.01 2.51 -0.81
12 H -1.47 4.07 -1.64
13 C 1.78 -2.68 3.62
14 C 0.96 -3.37 2.69
15 N 0.30 -3.95 1.95
16 H 1.86 -3.17 4.59
17 H 1.36 -1.68 3.71
18 H 2.78 -2.63 3.19
19 C 0.24 -1.11 -0.54
20 C -1.01 -0.35 -0.28
21 N -1.93 0.26 -0.07
22 H 0.97 -0.42 -0.98
23 H 0.02 -1.82 -1.33
24 H 0.65 -1.60 0.35
25 C -5.00 0.62 -0.58
26 C -5.32 1.45 -1.71
27 N -5.61 2.21 -2.57
28 H -4.41 1.32 0.01
29 H -4.36 -0.20 -0.87
30 H -5.77 0.22 0.08



[12]
DFT (ωB97M-V/def2-TZVPD) results for an isolated ion of composition C4H9N2OS and charge +1 in a non-equilibrium geometry.

Summary:
HOMO-LUMO gap (spin up / spin down) in eV: 7.4 / 7.4
Charge: +1
2S+1: 1
Lowest unoccupied orbital energy (spin up / spin down) in eV: -5.2 / -5.2

Element x y z (Å)
1 C -1.44 1.41 0.26
2 C -1.02 1.46 -1.24
3 C 0.32 -0.40 -0.08
4 C 2.44 -1.50 0.19
5 N -0.52 0.17 2.14
6 N -0.91 0.08 0.93
7 O 1.07 -1.32 0.39
8 S 0.70 0.82 -1.09
9 H -1.19 2.25 0.85
10 H -2.48 1.41 0.14
11 H -1.67 0.82 -1.90
12 H -0.96 2.40 -1.64
13 H -1.78 -0.54 0.70
14 H 2.79 -2.08 1.15
15 H 2.90 -0.53 -0.05
16 H 2.80 -2.02 -0.76
17 H -0.47 -0.56 2.80



[13]
DFT (ωB97M-V/def2-TZVPD) results for one molecule with the formula C2H3NO2 in a non-equilibrium geometry.

Summary:
HOMO-LUMO gap in eV: 9.7
2S+1: 1
Structure (SMILES): [O-][N+]1=CCO1
Lowest unoccupied orbital energy in eV: 0.9

Element x y z (Å)
1 C -0.71 -0.72 -0.05
2 C -0.07 0.58 0.00
3 N -1.96 -0.09 0.02
4 O -3.14 -0.39 0.03
5 O -1.43 1.17 -0.05
6 H -0.47 -1.67 0.16
7 H 0.44 0.70 0.93
8 H 0.66 0.93 -0.92